Below is a structure of composition C16H28KN5O3SSe2 in a non-equilibrium geometry, with properties calculated with wB97M-V/def2-TZVPD.

```
56
Properties=species:S:1:pos:R:3
K -0.519 -1.053 -0.678
C -1.143 2.695 -0.831
C -2.344 1.957 -1.469
N -2.948 0.954 -0.639
C -4.316 0.485 -0.681
C -3.594 -1.233 1.155
C -3.387 -2.578 1.407
C -2.457 -2.904 2.430
C -1.891 -1.918 3.254
C -2.142 -0.576 2.884
C -1.574 0.550 3.724
N -0.194 0.820 3.559
C 0.520 1.251 2.351
C -0.281 2.142 1.380
N -0.188 1.865 -0.066
N -2.893 -0.272 1.845
H -1.573 3.474 -0.152
H -0.569 3.197 -1.620
H -2.058 1.520 -2.438
H -3.142 2.688 -1.734
H -2.645 0.980 0.334
H -4.678 0.213 -1.652
H -5.028 1.150 -0.218
H -3.890 -3.353 0.818
H -2.193 -3.958 2.602
H -1.246 -2.112 4.120
H -1.713 0.440 4.835
H -2.202 1.497 3.512
H 0.393 0.666 4.363
H 0.976 0.372 1.825
H 1.388 1.835 2.708
H 0.070 3.206 1.568
H -1.359 2.141 1.645
H 0.784 2.110 -0.372
O 6.247 -1.133 -1.611
C 5.313 -0.133 -1.974
C 3.831 -0.512 -1.985
C 3.601 -1.455 -3.207
O 2.241 -1.809 -3.431
C 3.455 -1.098 -0.569
Se 2.190 -2.629 -0.425
C 2.926 0.704 -2.259
Se 3.240 2.454 -1.233
H 5.817 -2.015 -1.553
H 5.599 0.271 -2.972
H 5.429 0.713 -1.267
H 4.226 -2.350 -3.130
H 3.934 -0.882 -4.090
H 2.062 -2.413 -2.632
H 3.016 -0.303 0.026
H 4.342 -1.458 -0.060
H 1.897 0.365 -1.977
H 2.974 1.000 -3.319
O -4.530 -2.718 -1.630
S -5.356 -2.040 -0.596
N -4.414 -0.810 0.126
```

Properties
Largest force on an atom   0.0593 Eh/bohr
HOMO level   -0.9012 eV
E   -188491.6634 eV
Energy relative to the best compared isomer or geometry (same formula, charge and spin)   0.00 kcal/mol
Net charge   -2

***

Below is a structure of composition C16H28N3O2S2Tc, with properties calculated with wB97M-V/def2-TZVPD.

```
52
Properties=species:S:1:pos:R:3
Tc 1.160 0.591 -1.103
C -1.551 -1.723 3.735
C -0.082 -2.099 3.623
N 0.684 -1.036 2.914
C 1.332 -0.030 3.787
C 2.707 -0.494 4.243
C 0.765 -1.039 1.615
S 1.923 0.144 0.855
N 0.188 -1.984 0.892
C 0.024 -2.083 -0.393
O 0.315 -1.047 -1.242
C -0.513 -3.250 -1.005
C -0.896 -4.343 -0.193
C -1.393 -5.484 -0.775
C -1.515 -5.554 -2.162
C -1.144 -4.481 -2.977
C -0.650 -3.333 -2.406
H -2.066 -2.489 4.314
H -2.019 -1.667 2.752
H -1.684 -0.772 4.250
H 0.061 -3.032 3.086
H 0.381 -2.193 4.604
H 0.660 0.103 4.634
H 1.371 0.924 3.262
H 2.650 -1.436 4.787
H 3.129 0.254 4.913
H 3.390 -0.622 3.401
H -0.793 -4.279 0.881
H -1.686 -6.327 -0.165
H -1.906 -6.460 -2.610
H -1.247 -4.554 -4.051
H -0.365 -2.498 -3.029
N 3.148 0.975 -1.735
H 3.806 0.247 -1.455
H 3.515 1.848 -1.353
H 3.222 1.052 -2.750
C -0.687 6.109 -1.247
C 0.241 4.957 -1.631
S -0.421 3.416 -0.994
O 0.653 2.348 -1.599
C -1.894 3.131 -1.984
C -1.726 3.248 -3.489
H -0.230 7.029 -1.608
H -0.806 6.200 -0.167
H -1.667 6.025 -1.715
H 1.218 5.049 -1.153
H 0.369 4.837 -2.707
H -2.598 3.862 -1.573
H -2.246 2.151 -1.654
H -1.567 4.277 -3.804
H -2.650 2.906 -3.956
H -0.915 2.627 -3.864
```

Properties
⟨S²⟩   0.773
Largest force on an atom   0.0088 Eh/bohr
HOMO level (spin up / spin down)   -17.3274 / -17.3357 eV
Spin multiplicity   2
E   -49453.0937 eV
Energy relative to the best compared isomer or geometry (same formula, charge and spin)   0.00 kcal/mol
Net charge   +3

***

Below is the molecule C16H28N4S in a non-equilibrium geometry, with properties calculated with wB97M-V/def2-TZVPD.

```
49
Properties=species:S:1:pos:R:3
C 4.114 -0.188 1.268
N 2.730 -0.275 1.710
S 2.216 -1.809 2.058
C 0.575 -1.381 1.635
N -0.305 -2.381 1.489
C -1.575 -2.101 0.714
C -1.196 -1.906 -0.791
C -0.784 -3.219 -1.465
C -1.881 -4.325 -1.357
C -2.194 -4.616 0.143
C -2.586 -3.213 0.788
N 0.365 -0.011 1.463
C -0.206 0.646 2.609
C 1.644 0.372 1.016
N 1.908 1.089 -0.041
C 0.925 1.872 -0.786
C -0.388 2.376 -0.072
C -1.144 3.423 -0.869
C -0.166 4.627 -1.072
C 1.061 4.333 -1.822
C 1.783 2.998 -1.452
H 4.313 -0.237 0.160
H 4.626 0.704 1.628
H 4.656 -1.065 1.629
H -2.070 -1.165 1.232
H -0.365 -1.303 -0.893
H -2.039 -1.564 -1.373
H 0.154 -3.564 -0.992
H -0.666 -2.971 -2.513
H -2.751 -4.048 -1.940
H -1.467 -5.257 -1.717
H -1.251 -4.841 0.654
H -2.970 -5.411 0.340
H -2.801 -3.426 1.838
H -3.519 -2.767 0.371
H -0.311 -0.049 3.394
H -1.149 0.924 2.495
H 0.348 1.515 2.922
H 0.448 1.353 -1.672
H -0.266 2.867 0.925
H -1.163 1.639 0.043
H -1.974 3.724 -0.294
H -1.507 2.932 -1.790
H 0.020 5.089 -0.047
H -0.661 5.414 -1.744
H 1.658 5.246 -1.651
H 0.865 4.222 -2.927
H 2.722 3.181 -0.827
H 2.221 2.548 -2.415
```

Properties
Largest force on an atom   0.1257 Eh/bohr
SMILES   Cn1s/c(=N/C2CCCCC2)n(C)/c1=N\C1CCCCC1
HOMO level   -7.8229 eV
E   -33838.4458 eV
Energy relative to the best compared isomer or geometry (same formula, charge and spin)   62.23 kcal/mol

***

Below is a structure of composition C16H28N7SV in a non-equilibrium geometry, with properties calculated with wB97M-V/def2-TZVPD.

```
53
Properties=species:S:1:pos:R:3
V -0.268 -0.551 -0.206
C 0.878 2.184 5.156
C 1.811 1.471 4.183
N 1.190 0.276 3.611
C 0.466 0.319 2.471
S -0.591 -1.037 2.096
N 0.554 1.350 1.668
N -0.206 1.159 0.547
C -1.036 2.099 0.162
C -1.125 3.414 0.864
C -1.985 1.601 -0.807
C -2.919 2.375 -1.498
C -3.859 1.758 -2.297
C -3.848 0.367 -2.396
C -2.880 -0.337 -1.715
N -1.948 0.238 -0.939
H 1.369 3.057 5.586
H 0.588 1.517 5.969
H -0.026 2.512 4.642
H 2.731 1.171 4.685
H 2.065 2.125 3.354
H 0.923 -0.447 4.259
H -1.124 3.230 1.938
H -2.030 3.953 0.595
H -0.257 4.038 0.647
H -2.895 3.451 -1.397
H -4.597 2.341 -2.830
H -4.582 -0.159 -2.989
H -2.853 -1.419 -1.784
C 0.666 -3.482 -0.341
C 1.704 -2.700 0.502
N 1.765 -1.305 0.044
C 2.569 -1.162 -1.184
C 2.040 0.008 -1.997
N 0.577 -0.111 -2.132
C 0.093 -1.101 -3.113
C -0.023 -2.534 -2.546
N -0.250 -2.579 -1.082
H 0.088 -4.115 0.330
H 1.177 -4.144 -1.042
H 2.684 -3.183 0.444
H 1.389 -2.699 1.540
H 2.175 -0.729 0.776
H 2.478 -2.079 -1.767
H 3.630 -1.026 -0.966
H 2.536 0.048 -2.971
H 2.247 0.937 -1.464
H 0.223 0.796 -2.421
H 0.735 -1.119 -3.999
H -0.895 -0.773 -3.429
H 0.878 -3.096 -2.782
H -0.835 -3.033 -3.078
H -1.200 -2.875 -0.896
```

Properties
⟨S²⟩   3.788
Largest force on an atom   0.0514 Eh/bohr
HOMO level (spin up / spin down)   -9.4409 / -10.8271 eV
Spin multiplicity   4
E   -63996.5793 eV
Energy relative to the best compared isomer or geometry (same formula, charge and spin)   0.00 kcal/mol
Net charge   +1

***

Below is the molecule C16H28NO2P in a non-equilibrium geometry, with properties calculated with wB97M-V/def2-TZVPD.

```
48
Properties=species:S:1:pos:R:3
C -0.182 2.023 -2.267
C -0.625 2.722 -0.988
C -0.184 1.957 0.265
C -0.491 2.715 1.563
C -1.977 2.692 1.906
C -2.455 1.246 1.957
C -2.155 0.571 0.619
N -0.746 0.605 0.288
P 0.378 -0.479 0.952
O 0.997 -0.090 2.229
C 1.627 -0.499 -0.357
C 2.959 -0.209 -0.256
C 3.496 -0.358 -1.553
C 2.457 -0.730 -2.358
C 2.391 -1.033 -3.814
O 1.324 -0.821 -1.636
C -0.296 -2.224 0.984
C -1.003 -2.636 -0.300
C -1.172 -2.392 2.221
C 0.970 -3.065 1.167
H -0.542 2.561 -3.141
H -0.572 1.009 -2.294
H 0.904 1.974 -2.315
H -0.185 3.721 -0.947
H -1.709 2.839 -0.997
H 0.907 1.830 0.206
H -0.135 3.743 1.475
H 0.061 2.229 2.368
H -2.549 3.243 1.155
H -2.139 3.178 2.870
H -3.526 1.196 2.167
H -1.917 0.715 2.746
H -2.487 -0.465 0.637
H -2.705 1.081 -0.180
H 3.472 0.072 0.641
H 4.514 -0.208 -1.852
H 1.359 -1.226 -4.096
H 2.994 -1.909 -4.053
H 2.768 -0.194 -4.396
H -0.392 -2.391 -1.164
H -1.175 -3.713 -0.291
H -1.964 -2.142 -0.416
H -0.659 -1.967 3.083
H -1.354 -3.449 2.413
H -2.135 -1.898 2.116
H 1.592 -3.036 0.274
H 1.552 -2.682 2.004
H 0.711 -4.103 1.370
```

Properties
Largest force on an atom   0.0308 Eh/bohr
SMILES   CC[C@H]1CCCCN1[P@](=O)(c1ccc(C)o1)C(C)(C)C
HOMO level   -8.4886 eV
E   -31921.9073 eV